(1)
ORCA calculation (wB97M-V/def2-TZVPD) on C7H20CrF6N11O9S2 as an isolated structure at a distorted geometry.

* orbital gap (spin up / spin down): 8.958 / 9.912 eV
* total charge: +1
* 2S+1: 5

The geometry in XYZ format:
```
56
Properties=species:S:1:pos:R:3:forces:R:3
Cr 7.87466 9.12968 9.39052 -0.39 -0.48 0.50
C 10.98452 4.81187 10.01164 0.00 -0.38 1.12
F 11.53646 4.75966 11.28433 -1.09 0.14 -1.68
F 11.43408 3.76887 9.33588 0.33 0.81 -0.02
F 9.63659 4.64405 10.06715 0.76 0.34 0.64
S 11.36612 6.53423 9.28025 0.85 0.83 -0.73
O 11.43573 7.49363 10.37238 0.05 -1.37 -0.42
O 12.52747 6.32267 8.43615 -1.32 0.09 1.02
N 10.02516 6.95002 8.50764 -0.13 -0.01 0.39
S 9.50624 6.56680 7.07907 -0.73 -1.74 -1.20
O 9.45723 5.16265 6.72797 0.67 0.64 0.67
O 8.23913 7.23196 6.85112 0.08 0.93 0.61
C 10.65576 7.32323 5.83520 1.00 0.22 2.70
F 9.99092 7.48406 4.74461 -0.14 0.09 -1.55
F 11.10079 8.50741 6.30694 -0.58 0.51 -0.24
F 11.75079 6.59563 5.73088 -0.20 -0.62 -0.92
C 6.11529 6.56696 9.25213 0.57 -0.69 0.31
O 6.31496 7.82781 9.22599 -0.16 -2.32 -0.16
N 7.07134 5.61307 9.54633 -0.65 4.02 0.04
N 4.87975 6.09318 8.99848 -1.54 1.65 -0.12
H 7.98488 5.97359 9.36955 0.84 -0.03 0.23
H 6.95446 4.66850 9.37806 -0.58 -1.94 -0.57
H 4.11949 6.77794 8.94987 0.80 -0.12 -0.06
H 4.49975 5.18622 9.16476 0.72 -0.71 0.15
C 8.81929 7.97527 12.24606 -2.18 -0.53 0.08
O 8.02371 7.95724 11.20757 2.64 1.94 1.16
N 8.48396 6.97100 13.08857 0.90 -0.58 0.39
N 9.63720 8.97358 12.69420 -0.08 -0.56 -1.13
H 7.69994 6.46494 12.67939 0.75 -0.45 0.43
H 9.20050 6.49235 13.65141 -0.86 0.39 -0.34
H 10.44187 8.92377 13.33691 -1.10 -0.77 -0.36
H 9.81683 9.59730 11.94421 0.35 0.84 -0.75
C 5.41586 10.39883 11.24895 -0.81 -2.85 1.42
O 6.19326 10.32791 10.32924 0.71 1.22 -0.84
N 5.31134 9.31830 12.11508 0.26 0.80 -0.19
N 4.48778 11.36263 11.49867 0.80 -1.42 -0.25
H 4.59202 9.34582 12.82071 0.28 -0.46 -0.03
H 6.00314 8.57014 12.03379 -0.47 0.55 0.15
H 4.43507 12.05974 10.80668 -0.08 1.31 -0.17
H 4.43525 11.48517 12.47952 -0.75 1.11 0.60
C 10.14117 11.16564 9.18850 -0.56 -1.06 0.36
O 9.58865 10.17272 9.76162 0.23 1.10 -0.55
N 11.26409 11.71405 9.75943 0.49 -0.53 -1.17
N 9.62749 11.68266 8.04221 1.52 0.18 1.46
H 11.70052 12.38788 9.11728 0.11 -0.44 0.79
H 11.93074 11.00732 10.14390 -0.93 0.92 -0.37
H 10.11061 12.48302 7.64490 -0.64 -0.30 -0.10
H 8.66001 11.47115 7.88571 -0.54 0.10 -0.49
C 6.02757 10.30827 7.10053 -0.23 -3.27 1.95
O 6.90936 10.54852 7.97123 0.62 -0.91 -1.11
N 5.42486 9.07948 6.94088 1.37 0.37 0.42
N 5.49220 11.25945 6.44319 0.10 4.98 -1.95
H 6.07625 8.41148 7.31496 -0.28 -0.88 0.01
H 5.05805 8.83339 6.03548 0.04 0.18 -0.10
H 4.81511 11.24884 5.70695 -0.20 -0.66 -0.03
H 6.05276 12.11288 6.47839 -0.66 -0.19 -0.01
```
Positions in Å, forces in eV/Å.

How positive or negative is each atom? The Löwdin charges in e answer that: atom 1 (Cr): 0.892, atom 2 (C): -0.571, atom 3 (F): 0.085, atom 4 (F): 0.166, atom 5 (F): 0.084, atom 6 (S): 0.642, atom 7 (O): -0.312, atom 8 (O): -0.270, atom 9 (N): -0.330, atom 10 (S): 0.586, atom 11 (O): -0.274, atom 12 (O): -0.315, atom 13 (C): -0.711, atom 14 (F): 0.197, atom 15 (F): 0.110, atom 16 (F): 0.160, atom 17 (C): -0.522, atom 18 (O): -0.131, atom 19 (N): 0.219, atom 20 (N): 0.197, atom 21 (H): 0.043, atom 22 (H): 0.095, atom 23 (H): 0.132, atom 24 (H): 0.113, atom 25 (C): -0.527, atom 26 (O): -0.127, atom 27 (N): 0.174, atom 28 (N): 0.214, atom 29 (H): 0.118, atom 30 (H): 0.135, atom 31 (H): 0.147, atom 32 (H): 0.064, atom 33 (C): -0.614, atom 34 (O): 0.002, atom 35 (N): 0.174, atom 36 (N): 0.186, atom 37 (H): 0.103, atom 38 (H): 0.088, atom 39 (H): 0.102, atom 40 (H): 0.100, atom 41 (C): -0.542, atom 42 (O): -0.099, atom 43 (N): 0.176, atom 44 (N): 0.212, atom 45 (H): 0.117, atom 46 (H): 0.147, atom 47 (H): 0.128, atom 48 (H): 0.068, atom 49 (C): -0.614, atom 50 (O): -0.078, atom 51 (N): 0.198, atom 52 (N): 0.211, atom 53 (H): 0.052, atom 54 (H): 0.121, atom 55 (H): 0.133, atom 56 (H): 0.145


(2)
ORCA calculation (wB97M-V/def2-TZVPD) on C7H21AlF4NO3P2Si as an isolated structure at a distorted geometry.

* orbital gap: 7.709 eV
* total charge: -1

The geometry in XYZ format:
```
40
Properties=species:S:1:pos:R:3:forces:R:3
C 3.41512 0.50448 1.83524 -0.36 0.06 -0.29
C 2.65375 0.90089 0.57686 0.24 -0.51 -0.15
C 1.61668 -0.16030 0.23830 -0.52 0.54 0.00
C 0.45380 0.35630 -0.60137 -0.30 -0.87 -0.78
C 0.87832 0.69406 -2.04078 0.06 0.27 0.37
Si -0.86657 -1.00669 -0.68252 0.21 0.86 0.89
C -2.58096 -0.29917 -1.07533 0.40 0.15 -0.03
N -2.94750 0.82921 -0.22999 -0.10 -0.34 -0.18
C -2.70770 0.67492 1.19627 -0.48 0.75 -0.15
P -0.30626 -2.66536 -2.08639 -0.70 -0.77 -0.84
P 0.57197 -4.11429 -0.72972 -0.24 0.71 0.25
O 1.40103 -3.56172 0.33006 0.92 0.57 0.70
O -0.66542 -4.92486 -0.14244 -0.51 0.14 -0.07
O 1.30065 -5.23112 -1.57850 0.60 -0.26 -0.72
H 3.55254 -0.56911 1.84290 0.27 -0.32 0.00
H 2.79436 0.74048 2.68881 0.03 0.12 0.42
H 4.37631 0.99453 1.91132 0.20 0.16 0.18
H 2.16828 1.86039 0.70012 -0.08 0.32 0.07
H 3.34271 0.98064 -0.26055 0.14 0.20 -0.18
H 2.06476 -0.99470 -0.29079 0.27 -0.27 -0.02
H 1.20414 -0.58260 1.14812 0.03 -0.07 0.39
H -0.01451 1.22878 -0.15658 -0.10 0.19 0.26
H 1.22428 1.71767 -2.13585 0.09 0.23 0.03
H 0.06869 0.56886 -2.75163 -0.19 0.01 -0.28
H 1.69895 0.04920 -2.33022 0.17 -0.24 -0.23
H -0.93200 -1.64897 0.65721 -0.05 -0.28 -0.08
H -2.57818 0.04534 -2.10484 -0.11 0.01 -0.32
H -3.34827 -1.06956 -1.00982 -0.08 -0.25 -0.02
H -2.56101 1.69927 -0.57351 -0.03 0.13 0.16
H -1.70170 0.94389 1.50638 0.39 -0.25 0.15
H -3.35423 1.37386 1.70871 -0.06 0.22 0.23
H -2.98441 -0.30887 1.54940 0.08 -0.44 -0.10
H 0.83738 -2.25647 -2.79584 0.23 0.14 0.32
H -1.07953 -4.31553 0.49640 -0.02 -0.44 -0.04
H 2.21945 -4.92886 -1.72063 -0.48 -0.37 0.10
F -2.43173 3.42097 2.54503 0.04 0.07 -0.07
Al -1.84408 4.50656 1.38197 0.01 0.10 0.09
F -0.17378 4.70015 1.59396 -0.09 -0.06 -0.08
F -2.62805 5.99570 1.55847 0.05 -0.11 -0.09
F -2.13725 3.85203 -0.16823 0.07 -0.08 0.13
```
Positions in Å, forces in eV/Å.

How positive or negative is each atom? The Löwdin charges in e answer that: atom 1 (C): -0.109, atom 2 (C): -0.252, atom 3 (C): -0.280, atom 4 (C): -0.457, atom 5 (C): -0.132, atom 6 (Si): 0.466, atom 7 (C): -0.363, atom 8 (N): -0.154, atom 9 (C): -0.161, atom 10 (P): 0.635, atom 11 (P): 0.103, atom 12 (O): -0.332, atom 13 (O): -0.177, atom 14 (O): -0.170, atom 15 (H): 0.067, atom 16 (H): 0.072, atom 17 (H): 0.061, atom 18 (H): 0.111, atom 19 (H): 0.102, atom 20 (H): 0.093, atom 21 (H): 0.093, atom 22 (H): 0.101, atom 23 (H): 0.076, atom 24 (H): 0.054, atom 25 (H): 0.059, atom 26 (H): -0.007, atom 27 (H): 0.068, atom 28 (H): 0.065, atom 29 (H): 0.074, atom 30 (H): 0.067, atom 31 (H): 0.066, atom 32 (H): 0.068, atom 33 (H): -0.133, atom 34 (H): 0.075, atom 35 (H): 0.092, atom 36 (F): -0.188, atom 37 (Al): -0.166, atom 38 (F): -0.201, atom 39 (F): -0.198, atom 40 (F): -0.190


(3)
ORCA calculation (wB97M-V/def2-TZVPD) on C7H21IrN9 as an isolated structure.

* orbital gap: 7.041 eV
* total charge: +3

The geometry in XYZ format:
```
38
Properties=species:S:1:pos:R:3:forces:R:3
Ir 0.12000 0.11747 -0.10083 -0.23 -0.51 -0.44
N -1.16913 1.67123 0.04136 0.35 0.15 -0.05
C -1.66750 1.81866 1.45148 -0.16 0.04 -0.04
C -0.55802 1.41021 2.38098 0.09 -0.02 0.33
N -0.00748 0.07644 1.96376 0.03 0.20 -0.15
C 1.39584 -0.10926 2.46422 0.09 0.08 -0.05
C 2.35556 0.80068 1.70589 -0.05 -0.15 0.00
N 2.16462 0.58789 0.21893 -0.02 0.33 0.33
C -0.94268 -1.03670 2.37017 0.01 -0.08 0.15
C -1.23606 -1.94990 1.19456 -0.04 -0.02 0.01
N -1.55660 -1.10765 -0.00454 -0.01 0.00 -0.08
H -0.67462 2.51866 -0.24556 -0.03 0.02 0.04
H -1.95232 1.58896 -0.61107 0.05 -0.08 -0.08
H -2.55706 1.20134 1.56977 0.00 -0.02 -0.05
H -1.96446 2.85364 1.62309 -0.02 -0.01 0.01
H -0.91620 1.36713 3.41218 0.05 0.00 0.00
H 0.24435 2.14351 2.33870 0.01 0.00 0.05
H 1.65846 -1.15890 2.30529 0.00 0.00 0.01
H 1.45475 0.08752 3.53735 -0.05 -0.02 0.00
H 3.38221 0.58413 2.00116 0.00 -0.03 -0.05
H 2.18179 1.85337 1.91424 0.01 0.02 -0.03
H 2.70073 -0.24502 -0.04821 0.03 0.05 -0.05
H 2.59901 1.35142 -0.30013 0.00 0.00 0.01
H -1.85940 -0.58748 2.75024 -0.04 -0.03 -0.02
H -0.51642 -1.61628 3.18987 0.04 0.07 0.02
H -2.05527 -2.63050 1.43048 0.00 -0.02 -0.02
H -0.36963 -2.55919 0.92616 -0.01 -0.03 0.04
H -2.48534 -0.69367 0.08438 0.01 0.03 0.04
H -1.61600 -1.70060 -0.83451 -0.04 0.01 0.00
N -1.61111 0.37918 -5.02738 -0.02 0.19 -0.04
N -0.71783 0.25448 -4.05811 -0.02 -0.07 0.07
N 0.56336 0.12856 -4.33253 0.06 -0.03 0.00
C 1.10461 0.06079 -3.13036 -0.02 0.05 0.00
N 0.16777 0.14566 -2.17927 -0.12 -0.01 0.17
N -1.02325 0.26971 -2.79740 0.03 -0.01 -0.09
H -1.26163 0.27971 -5.96925 0.01 -0.06 0.00
H -2.58708 0.37298 -4.78278 -0.01 -0.07 0.02
H 2.16441 -0.04999 -2.96891 0.00 -0.01 -0.02
```
Positions in Å, forces in eV/Å.

How positive or negative is each atom? The Löwdin charges in e answer that: atom 1 (Ir): 1.391, atom 2 (N): -0.035, atom 3 (C): -0.130, atom 4 (C): -0.130, atom 5 (N): -0.301, atom 6 (C): -0.126, atom 7 (C): -0.151, atom 8 (N): -0.065, atom 9 (C): -0.113, atom 10 (C): -0.147, atom 11 (N): -0.057, atom 12 (H): 0.146, atom 13 (H): 0.123, atom 14 (H): 0.129, atom 15 (H): 0.159, atom 16 (H): 0.163, atom 17 (H): 0.128, atom 18 (H): 0.144, atom 19 (H): 0.161, atom 20 (H): 0.151, atom 21 (H): 0.124, atom 22 (H): 0.129, atom 23 (H): 0.129, atom 24 (H): 0.137, atom 25 (H): 0.155, atom 26 (H): 0.155, atom 27 (H): 0.134, atom 28 (H): 0.128, atom 29 (H): 0.127, atom 30 (N): 0.210, atom 31 (N): -0.239, atom 32 (N): 0.195, atom 33 (C): -0.137, atom 34 (N): -0.199, atom 35 (N): 0.075, atom 36 (H): 0.156, atom 37 (H): 0.145, atom 38 (H): 0.134


(4)
ORCA calculation (wB97M-V/def2-TZVPD) on a 7-piece molecular cluster, C7H21N7O14 overall at a distorted geometry.

* orbital gap: 9.278 eV
* total charge: 0
* SMILES: C[N+](=O)[O-].C[N+](=O)[O-].C[N+](=O)[O-].C[N+](=O)[O-].C[N+](=O)[O-].C[N+](=O)[O-].C[N+](=O)[O-]

The geometry in XYZ format:
```
49
Properties=species:S:1:pos:R:3:forces:R:3
C 4.18234 -0.65431 -0.34882 1.29 -1.21 -2.27
N 2.75883 -1.15303 -0.36955 -1.62 -0.44 -0.22
O 1.93604 -0.57456 -1.11419 2.90 -2.08 0.30
O 2.41718 -2.14779 0.31937 1.17 2.12 -1.44
H 4.36882 -0.03621 -1.22705 -0.12 -1.02 -0.23
H 4.76466 -1.57205 -0.26670 0.06 0.04 -0.33
H 4.46492 -0.03474 0.50228 0.43 -0.51 -2.07
C -1.05592 -3.51699 2.75943 0.44 0.11 0.90
N -2.30499 -3.34448 3.54081 -2.50 -0.27 0.47
O -2.98708 -4.36481 3.75531 1.33 1.30 -0.24
O -2.69721 -2.21307 3.83075 0.97 -1.34 -0.23
H -0.52718 -4.39080 3.14020 -0.38 -0.12 -0.28
H -0.47108 -2.60838 2.90254 -0.19 -0.90 0.12
H -1.38908 -3.58770 1.72400 0.27 -0.25 0.13
C -3.37451 1.66543 0.18922 -0.74 -0.41 0.91
N -4.47317 2.42186 -0.45984 0.29 0.73 -1.05
O -4.13642 3.46569 -1.03562 -0.79 -1.07 0.71
O -5.59052 1.92184 -0.46777 0.99 0.70 0.03
H -2.90302 1.00696 -0.54031 -0.17 0.68 -0.13
H -3.84531 1.01714 0.92826 -0.03 0.16 -0.21
H -2.68611 2.32140 0.72205 -0.06 0.19 -0.52
C 1.46863 0.16013 2.32319 0.59 -1.82 1.50
N 2.93103 0.48437 2.47317 -3.03 3.01 1.36
O 3.68889 0.03683 1.65981 -0.55 -0.32 3.70
O 3.17624 1.36470 3.27577 0.86 -0.34 0.06
H 1.19793 0.45389 1.30903 0.10 -1.80 2.38
H 0.88192 0.68890 3.07438 0.40 -0.16 0.06
H 1.47706 -0.91985 2.47039 -0.45 0.13 -0.08
C 1.37273 3.18291 -1.02600 0.28 0.88 -0.64
N 2.00293 1.93484 -0.62112 1.85 -0.45 0.06
O 1.44748 1.33928 0.27877 0.46 2.96 -2.06
O 3.07478 1.55080 -1.06631 -1.40 2.22 -0.14
H 1.32175 3.20815 -2.11452 -0.13 0.01 0.13
H 2.07084 3.95110 -0.69339 -0.11 0.13 -0.09
H 0.41468 3.29969 -0.51944 0.18 -0.22 -0.25
C -0.94758 -0.18757 -4.96032 0.46 0.38 -0.63
N -1.17010 0.21199 -3.54259 -2.66 0.70 -1.77
O -1.93016 1.18225 -3.40906 1.49 -1.11 0.44
O -0.73605 -0.48184 -2.66625 0.76 0.12 -2.97
H -1.88178 -0.09347 -5.51395 0.05 0.13 0.33
H -0.53998 -1.19079 -5.08484 0.04 0.21 0.54
H -0.25048 0.57088 -5.31658 0.02 -0.19 -0.28
C -0.43272 -0.50305 -0.35630 -0.22 -0.63 2.13
N -1.27832 -0.80864 0.78121 1.21 -0.10 0.78
O -0.73640 -1.22135 1.81343 -1.33 1.55 -1.35
O -2.45640 -0.63761 0.61355 -0.84 -0.98 0.92
H -1.05264 -0.55546 -1.25131 0.51 -0.23 2.29
H 0.44688 -1.13228 -0.22043 -1.05 -0.28 -0.53
H -0.01259 0.48963 -0.19446 -1.04 -0.21 -0.25
```
Positions in Å, forces in eV/Å.

How positive or negative is each atom? The Löwdin charges in e answer that: atom 1 (C): 0.016, atom 2 (N): -0.305, atom 3 (O): -0.031, atom 4 (O): 0.052, atom 5 (H): 0.087, atom 6 (H): 0.111, atom 7 (H): 0.038, atom 8 (C): 0.028, atom 9 (N): -0.411, atom 10 (O): 0.029, atom 11 (O): 0.055, atom 12 (H): 0.103, atom 13 (H): 0.064, atom 14 (H): 0.108, atom 15 (C): 0.016, atom 16 (N): -0.422, atom 17 (O): 0.034, atom 18 (O): 0.068, atom 19 (H): 0.079, atom 20 (H): 0.093, atom 21 (H): 0.104, atom 22 (C): 0.039, atom 23 (N): -0.357, atom 24 (O): -0.012, atom 25 (O): 0.092, atom 26 (H): -0.004, atom 27 (H): 0.116, atom 28 (H): 0.097, atom 29 (C): 0.083, atom 30 (N): -0.338, atom 31 (O): -0.066, atom 32 (O): 0.081, atom 33 (H): 0.113, atom 34 (H): 0.116, atom 35 (H): 0.113, atom 36 (C): 0.058, atom 37 (N): -0.380, atom 38 (O): 0.081, atom 39 (O): 0.048, atom 40 (H): 0.104, atom 41 (H): 0.103, atom 42 (H): 0.104, atom 43 (C): 0.015, atom 44 (N): -0.349, atom 45 (O): -0.034, atom 46 (O): 0.043, atom 47 (H): 0.044, atom 48 (H): 0.083, atom 49 (H): 0.090


In order of appearance, electronic energy = -3998.30450; -2174.39236; -875.39935; -1715.05963 Eh.